108
Properties=species:S:1:pos:R:3:forces:R:3 method="wB97M-V/def2-TZVPD" gap_ha=0.309 fmax_ev_per_a=6.12 total_energy_ev=-85723.033 total_charge=+1 e_lumo_ev=-2.023
Ba -0.09222 -0.72473 0.02563 1.6 5.1 -3.0
N -0.73613 -1.63447 -2.19386 -0.4 -1.2 -1.1
C -0.04125 -1.55865 -3.48364 -0.1 0.2 0.0
C 1.45966 -1.45978 -3.27568 0.1 0.0 -0.1
N 1.89708 -0.27290 -2.51801 -0.2 -0.2 0.1
C 3.30249 -0.48879 -2.14966 0.0 0.2 0.1
C 3.97242 0.65984 -1.40683 0.1 0.0 -0.1
N 3.36026 0.95116 -0.10339 -0.1 0.0 0.1
C 1.69001 0.95320 -3.28418 0.1 0.0 0.0
C 1.25465 2.14326 -2.44929 0.1 0.1 0.0
N -0.01940 1.91282 -1.75358 -0.2 0.0 0.3
H -0.26159 -2.34685 -1.63009 0.0 -0.6 -0.7
H -1.66954 -2.02411 -2.30487 -0.1 0.1 -0.2
H -0.41606 -0.67979 -4.01643 0.0 -0.1 0.0
H -0.25641 -2.42234 -4.12082 0.1 0.0 0.0
H 1.95260 -1.49660 -4.26039 0.0 0.0 0.0
H 1.79249 -2.32941 -2.70930 0.0 -0.1 -0.1
H 3.90197 -0.69141 -3.05279 0.0 0.0 0.0
H 3.33627 -1.38626 -1.52751 0.0 0.0 0.0
H 3.95098 1.56253 -2.02424 0.1 0.0 0.0
H 5.02903 0.39228 -1.29964 -0.1 0.0 0.0
H 4.08651 1.24459 0.54075 0.0 0.0 0.0
H 2.97867 0.09514 0.29842 0.1 0.0 0.1
H 0.93270 0.76973 -4.04851 0.0 0.0 0.0
H 2.60216 1.24227 -3.82608 0.0 -0.1 -0.1
H 1.20221 3.01603 -3.11271 0.0 0.0 0.0
H 1.99943 2.34352 -1.68197 0.0 0.0 0.0
H -0.74667 1.65808 -2.41686 0.0 0.0 -0.1
H -0.31204 2.80158 -1.35907 -0.1 0.0 0.0
N -0.79533 4.98564 1.98396 -0.1 0.0 -0.1
C -0.12546 4.69032 3.26941 0.0 0.0 0.2
C -0.59471 3.31611 3.76645 0.2 0.0 0.0
C -0.02873 2.18978 2.90563 -0.1 0.0 0.1
N -0.58590 2.35581 1.51232 -0.1 -0.3 0.1
C 1.49131 2.22318 2.85005 0.0 0.0 0.1
C 2.03545 3.56284 2.35635 0.1 0.0 0.1
N 1.78529 3.65954 0.91256 0.1 0.0 -0.2
C 1.39987 4.71692 3.14187 0.0 -0.1 0.0
H -1.74400 5.30316 2.15734 0.0 0.0 0.0
H -0.72807 3.40661 1.35263 0.1 -0.2 0.0
H -0.31682 5.72966 1.49036 0.0 0.0 0.0
H -0.40242 5.44634 4.01244 0.0 -0.1 0.0
H -1.68470 3.26965 3.79962 -0.1 0.0 0.0
H -0.24113 3.15803 4.78601 0.0 0.0 0.0
H -0.35666 1.20958 3.25654 0.0 0.1 0.0
H -1.47276 1.85492 1.41476 0.0 0.0 0.0
H 0.09894 2.01487 0.84077 -0.1 0.2 -0.3
H 1.86421 1.40049 2.23068 0.0 0.0 0.0
H 1.84766 2.03528 3.86444 0.0 0.0 0.0
H 3.11274 3.58948 2.57112 -0.1 0.0 0.0
H 2.29233 2.90071 0.44782 0.0 0.0 0.0
H 2.17859 4.52197 0.55014 0.0 0.0 0.0
H 1.72981 5.67929 2.74259 0.0 0.0 -0.1
H 1.79248 4.66129 4.15990 0.0 0.1 0.0
O -1.66485 -3.52176 2.95577 0.1 0.0 0.1
P -0.91052 -2.67530 1.85849 -0.4 -1.1 1.2
O -1.43029 -2.88990 0.46958 -0.3 -0.3 0.3
O -0.84627 -1.20736 2.18959 -0.7 -0.7 2.0
O 0.60869 -3.27575 1.97338 -0.1 0.2 -0.3
P 1.74350 -2.63926 0.97182 1.3 -1.0 0.8
O 3.04289 -3.45178 1.36598 -0.2 -0.2 0.0
O 1.85730 -1.17570 1.31814 1.4 -0.6 0.9
O 1.35430 -2.88060 -0.44177 0.3 -0.3 0.0
H -1.14028 -4.22053 3.36548 0.0 0.0 -0.1
H 3.20996 -3.51051 2.31489 0.0 0.1 -0.1
C -6.69200 -0.09599 -0.02128 -0.1 0.0 0.0
C -5.88338 1.16421 -0.11567 -0.1 -0.1 0.1
C -6.54708 2.37970 -0.26460 -0.1 0.0 0.0
C -5.86714 3.58087 -0.37693 0.0 0.0 0.0
C -4.48225 3.58248 -0.35564 0.0 0.1 0.0
C -3.81934 2.37467 -0.20870 0.3 0.0 0.0
C -4.48614 1.16009 -0.07409 0.2 0.0 -0.1
Sb -3.17572 -0.56196 0.13492 -2.6 0.5 -0.1
C -4.22995 -1.33393 1.84078 0.2 0.0 -0.1
C -4.98017 -2.50060 1.81997 0.0 -0.1 -0.1
C -5.67308 -2.93468 2.93853 0.0 0.0 0.0
C -5.61793 -2.19617 4.10674 0.0 0.0 0.0
C -4.86234 -1.03706 4.14224 0.0 0.0 0.0
C -4.16031 -0.59337 3.02567 0.0 0.0 0.1
C -3.33526 0.65786 3.14762 0.0 0.1 0.0
C -3.90426 -1.67961 -1.55344 0.0 0.0 0.1
C -4.11005 -3.05118 -1.44936 0.1 -0.1 0.1
C -4.49485 -3.81257 -2.54199 0.0 -0.1 -0.1
C -4.65069 -3.20612 -3.77552 0.0 0.0 0.0
C -4.39769 -1.85024 -3.90346 0.0 0.0 0.0
C -4.02128 -1.07019 -2.81354 -0.1 0.0 0.0
C -3.73041 0.38393 -3.05485 0.1 0.1 0.0
H -7.75208 0.11908 -0.14376 0.0 0.0 0.0
H -6.55226 -0.58142 0.94309 0.0 0.0 0.0
H -6.39712 -0.81263 -0.78955 0.0 0.0 0.0
H -7.62952 2.37900 -0.29877 0.0 0.0 0.0
H -6.41709 4.50401 -0.49668 0.0 0.0 0.0
H -3.92878 4.50625 -0.47046 0.0 0.0 0.0
H -2.72834 2.37901 -0.25870 -0.1 0.0 0.0
H -5.05459 -3.08730 0.91697 -0.1 0.0 0.0
H -6.25465 -3.84542 2.89044 0.0 0.0 0.0
H -6.15298 -2.52096 4.98852 0.0 0.0 0.0
H -4.80903 -0.46142 5.05840 0.0 0.0 0.0
H -3.28451 0.97984 4.18765 0.0 0.0 0.0
H -3.75526 1.47830 2.55649 0.0 0.0 0.0
H -2.31758 0.44765 2.81403 0.1 0.0 0.0
H -3.91562 -3.55868 -0.51456 0.0 0.0 0.0
H -4.65482 -4.87591 -2.42694 0.0 0.0 0.0
H -4.94050 -3.78618 -4.64042 0.0 0.0 0.0
H -4.48646 -1.37963 -4.87489 0.0 0.0 0.0
H -3.63356 0.57848 -4.12192 0.0 0.0 0.0
H -2.79520 0.68268 -2.56697 0.0 0.0 0.0
H -4.51460 1.02884 -2.66301 0.0 0.0 0.0

---

99
Properties=species:S:1:pos:R:3:forces:R:3 method="wB97M-V/def2-TZVPD" gap_ha=0.263 fmax_ev_per_a=1.52 total_energy_ev=-60244.624 e_lumo_ev=0.150
O 2.33691 2.52960 1.11327 0.7 0.6 0.8
O 1.99751 4.80522 -0.77405 -0.2 -0.1 0.0
C 2.26731 3.19095 2.47045 0.1 -0.5 -0.9
C 2.87199 2.28585 3.50574 0.1 -0.3 0.3
H 1.21309 3.39959 2.64977 0.1 -0.1 -0.2
H 2.80525 4.12777 2.34235 -0.2 0.0 0.1
H 2.39495 1.29842 3.52152 0.0 0.2 -0.1
H 2.70782 2.73011 4.49264 0.1 0.0 -0.1
H 3.95033 2.14010 3.36373 -0.2 0.1 0.0
C 3.67674 2.41004 0.38915 -0.7 -0.5 0.4
C 4.50504 3.62482 0.66732 0.2 0.7 -0.2
H 3.40726 2.31540 -0.66277 -0.1 -0.2 0.2
H 4.10303 1.47757 0.77591 -0.2 0.2 -0.3
H 4.08172 4.51125 0.18317 -0.1 -0.2 0.3
H 5.50789 3.51468 0.24244 -0.1 -0.3 0.1
H 4.61996 3.81082 1.73664 0.2 -0.1 -0.2
C 2.08504 4.51964 -2.17279 -0.1 0.0 0.4
C 1.25078 5.95026 -0.38174 0.2 -0.3 -0.2
C 3.46464 4.87224 -2.68082 0.1 0.1 -0.3
H 1.28886 5.04894 -2.72219 0.2 -0.2 0.1
H 1.91523 3.43408 -2.26395 -0.1 0.3 -0.1
H 3.65796 5.94876 -2.60026 0.0 -0.3 0.0
H 3.55202 4.58804 -3.73149 0.1 0.0 0.0
H 4.22262 4.32869 -2.10570 -0.1 0.1 -0.2
C 2.04458 7.23096 -0.54628 -0.1 0.2 0.0
H 1.00766 5.77974 0.67615 -0.1 0.1 -0.2
H 0.31529 5.98574 -0.96140 0.1 0.0 0.2
H 3.01796 7.15983 -0.04418 -0.2 0.0 -0.1
H 1.48900 8.05509 -0.09246 0.1 0.0 -0.1
H 2.20212 7.47291 -1.60407 0.0 0.0 0.2
H 1.46637 2.20385 0.72890 0.2 0.2 -0.1
N -1.26536 -1.09391 1.33883 -0.5 0.2 -0.3
C -2.47497 -1.53476 1.00084 1.1 0.4 0.7
C -3.07478 -1.30999 -0.25511 -0.3 0.2 -0.4
C -2.45734 -0.96870 -1.46776 1.0 -0.2 -0.1
C -3.29990 -2.27641 2.02508 -0.4 -0.1 -0.1
H -3.56265 -1.62490 2.87287 0.2 -0.2 -0.2
H -2.77451 -3.16332 2.40591 -0.1 0.3 0.0
H -4.22554 -2.60369 1.54154 0.1 0.0 0.3
C -3.30018 -0.91989 -2.72043 -0.3 -0.4 -0.1
H -3.01403 -1.72460 -3.41711 0.0 0.3 0.1
H -3.18113 0.04792 -3.23454 0.1 -0.4 0.2
H -4.35728 -1.04996 -2.46354 0.2 0.0 -0.1
N -1.14167 -0.73474 -1.57936 -0.3 0.0 0.7
C -0.67643 -1.36624 2.60643 -0.6 -0.2 0.5
C -0.78531 -0.43182 3.66401 0.1 -0.6 -0.4
C -1.50500 0.86842 3.50499 -0.3 0.4 0.1
C -0.24936 -0.75032 4.90883 0.3 -0.3 -0.1
H -0.36489 -0.03157 5.72403 0.1 -0.3 -0.1
C 0.40342 -1.96589 5.10492 0.1 0.0 0.1
H 0.81283 -2.20808 6.08381 -0.1 0.1 -0.2
C 0.52539 -2.88057 4.05914 -0.2 0.3 0.0
H 1.03481 -3.83756 4.19088 -0.1 0.3 0.1
C -0.02523 -2.59898 2.81116 -0.1 0.4 0.1
C 0.06743 -3.59318 1.70439 0.3 -0.6 -0.2
C -0.42551 -1.07770 -2.74768 -0.6 0.3 -0.9
C -0.09952 -0.09211 -3.70421 -0.2 -0.7 0.3
C -0.53916 1.32391 -3.50147 0.1 0.5 -0.1
C 0.51689 -0.47961 -4.88915 0.3 -0.1 0.0
H 0.73495 0.28591 -5.64076 0.0 -0.3 0.2
C 0.84704 -1.81487 -5.11485 0.1 -0.1 -0.1
H 1.34565 -2.10577 -6.03952 -0.1 0.1 0.2
C 0.53404 -2.78711 -4.16500 0.0 0.3 -0.1
H 0.78047 -3.83992 -4.32567 0.0 0.4 -0.1
C -0.11884 -2.43504 -2.98943 -0.1 0.6 0.0
C -0.54161 -3.48172 -2.01158 0.1 -0.5 0.3
Cd -0.25909 0.51280 0.09022 -0.1 -1.0 -0.2
H -0.80219 1.71531 3.48310 -0.1 -0.1 -0.1
H -2.17860 1.03629 4.35847 0.2 0.0 -0.2
H -2.10541 0.90176 2.59379 0.2 0.0 0.2
H -0.91644 -3.84332 1.28480 0.2 0.1 0.0
H 0.51721 -4.51648 2.09055 -0.2 0.1 -0.1
H 0.72522 -3.22280 0.90412 -0.4 -0.1 0.3
H 0.11263 2.00379 -4.06599 -0.2 -0.1 0.1
H -0.50671 1.62496 -2.44684 -0.1 -0.1 -0.2
H -1.56844 1.48220 -3.86383 0.3 0.0 0.2
H -0.37153 -3.16238 -0.97716 -0.1 0.0 -0.3
H 0.03476 -4.39945 -2.18669 -0.2 0.1 0.1
H -1.60891 -3.73139 -2.11998 0.2 0.1 0.1
H -4.13995 -1.52764 -0.30773 0.2 0.1 0.0
C -0.45285 2.67254 0.35388 0.3 0.2 0.0
Si -2.20955 3.28154 0.14584 0.0 -0.1 0.1
H -0.16565 3.00784 1.35902 -0.1 0.0 -0.1
H 0.16627 3.21824 -0.37678 -0.2 0.0 0.3
C -2.56090 4.68905 1.34533 0.1 0.1 0.0
C -3.57039 2.03220 0.45819 -0.3 -0.1 0.0
C -2.46608 3.94745 -1.58499 -0.1 0.1 -0.2
H -1.55809 4.41747 -1.98297 -0.2 0.0 0.0
H -3.26189 4.70561 -1.54979 0.1 -0.2 -0.1
H -2.77923 3.15153 -2.27381 0.1 0.2 0.1
H -2.34318 4.40746 2.38387 -0.1 0.1 -0.1
H -3.62871 4.94110 1.26877 0.3 0.1 0.1
H -1.97220 5.58250 1.10077 -0.1 -0.1 0.1
H -3.40450 1.38239 1.32457 0.0 0.1 -0.2
H -3.74042 1.38514 -0.41247 0.1 0.1 0.2
H -4.49926 2.59185 0.65336 0.2 -0.2 -0.1
O 2.63584 -2.24303 -0.49020 -0.5 1.3 0.5
N 1.82230 -1.56415 0.11617 0.3 -0.4 -0.3
O 1.87472 -0.26627 -0.04663 0.4 -0.2 -0.3